#one
2 unconnected molecules or ions with the total composition C2H7OS. Source: the OMol25 dataset; level of theory: wB97M-V/def2-TZVPD.

## Properties
E_HOMO in hartree: -0.0922
HOMO-LUMO gap in eV: 6.114
LUMO energy in eV: 3.61
Total charge: -1

Element x y z (Å)
O1 -0.67 0.83 -2.10
H1 -0.51 0.21 -2.82
C1 0.52 -1.39 0.34
S1 1.36 0.14 0.76
C2 -0.25 1.17 0.85
H2 0.00 -1.35 -0.59
H3 -0.31 -1.84 1.01
H4 1.40 -2.10 0.22
H5 0.11 2.15 1.28
H6 -0.51 1.51 -0.28
H7 -1.14 0.67 1.33

Here are the Löwdin charges for atoms 1 to 4, given in e:
1. O -0.611
2. H -0.198
3. C -0.521
4. S 0.639



#two
2 unconnected molecules or ions with the total composition C2H7OS. Source: the OMol25 dataset; level of theory: wB97M-V/def2-TZVPD.

## Properties
E_HOMO in hartree: -0.0783
HOMO-LUMO gap in eV: 5.632
LUMO energy in eV: 3.50
Total charge: -1

Element x y z (Å)
C1 0.31 -1.17 1.11
S1 0.43 -0.49 2.79
H1 1.21 -1.38 0.54
H2 -0.07 -0.24 0.61
H3 -0.28 -2.07 1.18
H4 0.48 0.86 2.81
C2 -0.40 0.88 -1.84
O1 -0.34 1.63 -0.68
H5 -1.42 0.46 -1.96
H6 0.33 0.05 -1.80
H7 -0.25 1.46 -2.77

Here are the Löwdin charges for atoms 1 to 4, given in e:
1. C -0.501
2. S 0.548
3. H 0.022
4. H -0.003



#three
A molecular structure, C2H7OS. Source: the OMol25 dataset; level of theory: wB97M-V/def2-TZVPD.

## Properties
E_HOMO in hartree: -0.0937
HOMO-LUMO gap in eV: 6.308
LUMO energy in eV: 3.76
Total charge: -1

Element x y z (Å)
O1 -1.64 -2.32 0.98
H1 -2.19 -2.16 0.20
C1 -0.14 -0.26 0.59
S1 0.49 0.32 -0.86
C2 1.07 1.95 -0.17
H2 -1.12 0.28 0.92
H3 0.50 0.06 1.45
H4 -0.86 -1.43 0.74
H5 2.19 1.74 0.13
H6 0.71 2.68 -0.81
H7 0.54 2.15 0.75

Here are the Löwdin charges for atoms 1 to 4, given in e:
1. O -0.380
2. H -0.065
3. C -0.701
4. S 0.610



#four
2 unconnected molecules or ions with the total composition C2H7OS. Source: the OMol25 dataset; level of theory: wB97M-V/def2-TZVPD.

## Properties
E_HOMO in hartree: -0.1072
HOMO-LUMO gap in eV: 7.042
LUMO energy in eV: 4.13
Total charge: -1

Element x y z (Å)
S1 -0.37 1.68 2.42
H1 -0.01 0.64 3.13
C1 0.36 0.12 -1.01
O1 -0.30 1.30 -0.63
C2 -0.11 -1.21 -0.34
H2 1.46 0.40 -0.99
H3 0.12 -0.05 -2.12
H4 -0.54 1.49 0.33
H5 0.08 -1.32 0.73
H6 0.45 -2.09 -0.86
H7 -1.14 -0.96 -0.66

Here are the Löwdin charges for atoms 1 to 4, given in e:
1. S -0.111
2. H -0.466
3. C -0.405
4. O -0.210



Most stable structure: #four